The following is a DFT calculation (ωB97M-V/def2-TZVPD) of a 3-piece molecular cluster, HN4O3 overall in a non-equilibrium geometry.

Cartesian coordinates (Å):
N  0.950  -2.361  0.011
N  2.506  -0.150  -0.066
N  2.738  -0.291  1.014
N  -0.019  -1.781  -0.061
O  0.225  0.066  0.372
O  2.451  0.186  -1.180
O  -1.194  -1.892  -0.300
H  0.102  0.533  -0.462

The net charge is -1. The energy above the lowest of the compared OMol25 structures with the same formula, charge and spin comes out at 186.7 kJ/mol. As for the multiplicity: 3. The gap between HOMO and LUMO (spin up / spin down) comes out at 4.63 / 7.23 eV.